A structure of composition C49H59BaN7O3P3S2Te at a distorted geometry, computed with the ωB97M-V functional and the def2-TZVPD basis.

Geometry as XYZ:
```
125
Properties=species:S:1:pos:R:3:forces:R:3
Ba 1.376255 -0.711298 -0.440995 -3.1420 0.8280 2.1432
S 3.574981 0.335230 1.237121 0.3441 0.1544 0.2902
C 2.450721 0.314949 2.559303 0.1690 0.0818 0.3830
S 0.735905 0.186539 2.301762 -0.0838 0.2200 0.8724
C 2.933092 0.420956 3.876320 0.1384 0.0618 0.1495
C 2.044774 0.566583 5.002727 0.3051 -0.0982 -0.4848
N 1.348394 0.716422 5.912151 0.1225 -0.0356 -0.0385
C 4.346660 0.416986 4.170220 -0.5295 -0.0041 -0.1603
N 5.473965 0.387042 4.424116 -0.1977 0.0438 0.0070
C -2.843510 0.639781 -0.502401 -0.1336 0.0680 0.0516
C -3.780219 0.826597 0.696048 0.1835 -0.1321 -0.0479
P -2.975855 0.170838 2.239006 -0.0402 -0.0487 0.0787
C -4.399020 0.316713 3.402462 -0.0341 -0.0081 0.1057
C -4.722616 -0.700060 4.306678 -0.0773 0.1087 -0.0021
C -5.723005 -0.519624 5.257323 0.0769 0.0224 -0.0856
C -6.414015 0.683756 5.329874 0.0408 -0.0252 -0.0570
C -6.093007 1.708697 4.448794 0.0682 -0.0247 -0.0414
C -5.091370 1.527798 3.500999 -0.0602 -0.0428 -0.0100
C -3.045381 -1.622777 1.808630 0.0860 -0.1218 0.0557
C -4.229361 -2.275601 1.454085 0.0015 -0.0321 -0.0057
C -4.219633 -3.613562 1.083347 0.0518 0.0176 -0.0149
C -3.019788 -4.321596 1.056087 -0.0181 0.0520 0.0201
C -1.837317 -3.692441 1.421998 -0.0624 0.1138 -0.0223
C -1.849876 -2.349996 1.803556 -0.0631 0.0490 0.0036
P -3.546824 0.971870 -2.203026 -0.2285 -0.0135 0.0354
C -3.894666 -0.688833 -2.902911 -0.0515 0.0067 -0.0378
C -4.236086 -0.720031 -4.258815 -0.0258 -0.0357 0.0205
C -4.511401 -1.920251 -4.899812 0.0537 0.0278 0.0919
C -4.444126 -3.116369 -4.191571 0.0032 0.0488 0.0125
C -4.108789 -3.097098 -2.844650 0.0199 0.0635 -0.0020
C -3.831607 -1.891182 -2.206155 -0.0924 -0.0929 0.0575
C -5.276517 1.543090 -1.864791 0.0173 -0.0198 0.0667
C -5.530726 2.910004 -1.967842 -0.0485 0.0479 0.0669
C -6.799001 3.431229 -1.716926 0.1315 -0.0493 -0.0297
C -7.836208 2.582554 -1.364494 -0.0057 -0.0543 0.0214
C -7.603093 1.213894 -1.268801 0.1033 0.0009 -0.0406
C -6.337249 0.699381 -1.519848 -0.0201 0.0641 -0.0430
H -2.429616 -0.370844 -0.514351 0.0037 -0.0162 -0.0742
H -1.976694 1.298360 -0.391848 -0.0201 -0.0015 -0.0110
H -4.732457 0.323700 0.546739 -0.1212 -0.0290 -0.0699
H -3.991894 1.886684 0.843474 -0.0384 0.0249 -0.0371
H -4.187223 -1.641742 4.269480 -0.0160 0.0259 -0.0006
H -5.958799 -1.323147 5.947603 0.0311 0.0549 -0.0568
H -7.193204 0.823744 6.070725 0.0480 -0.0072 -0.0359
H -6.617881 2.657334 4.504416 0.0483 -0.0776 -0.0212
H -4.846666 2.345825 2.829566 -0.0306 -0.0510 0.0837
H -5.172270 -1.735107 1.476519 0.0666 -0.0298 -0.0021
H -5.147518 -4.104758 0.807164 0.0642 0.0342 0.0254
H -3.011214 -5.364959 0.757853 0.0042 0.0769 0.0204
H -0.902901 -4.243213 1.412284 -0.0478 0.0432 0.0028
H -0.928166 -1.856549 2.116271 -0.1309 -0.0758 -0.0461
H -4.284515 0.213181 -4.816944 0.0334 -0.1044 0.0437
H -4.758058 -1.925586 -5.955796 -0.0003 0.0059 0.0611
H -4.643421 -4.059042 -4.691719 0.0163 0.0882 0.0475
H -4.048462 -4.022216 -2.280737 0.0060 0.0612 -0.0371
H -3.564697 -1.913443 -1.153642 -0.0275 0.0158 -0.0963
H -4.720339 3.576601 -2.248053 -0.0472 -0.0201 -0.0016
H -6.976091 4.497138 -1.805819 0.0357 -0.0427 0.0145
H -8.825035 2.983062 -1.165973 0.0761 -0.0427 -0.0237
H -8.412103 0.545104 -0.998886 0.0352 0.0136 -0.0051
H -6.172385 -0.370893 -1.455521 0.0082 0.0227 -0.0008
C -1.046204 2.433914 -3.957348 0.3446 0.1673 -0.1325
N 0.394448 2.651427 -4.331005 -0.2538 -0.2559 -0.2272
C 0.503521 3.044525 -5.760529 -0.0552 -0.0146 0.1683
C 1.281904 1.422933 -4.004770 -0.0495 -0.1871 -0.0839
C 0.584026 0.108509 -4.206372 -0.1057 0.0230 -0.0715
C 0.554674 -0.429852 -5.499548 -0.0529 -0.0744 0.0046
C -0.129961 -1.615403 -5.737469 0.0118 0.0821 0.0876
C -0.746287 -2.253115 -4.664760 0.0242 0.0237 0.0193
C -0.664849 -1.708837 -3.385071 0.0412 -0.0476 0.0662
C -0.003940 -0.504609 -3.077566 -0.1807 0.3781 -0.1927
H -1.574237 3.382440 -4.046517 0.0524 -0.0116 0.0209
H -1.096698 2.043845 -2.954541 0.0825 -0.0548 0.2222
H -1.467605 1.683015 -4.614883 0.0191 -0.0548 -0.0950
H 0.737917 3.420037 -3.759945 0.0122 0.1328 0.0907
H 0.174380 2.200978 -6.360372 -0.0088 -0.0401 -0.0134
H 1.537360 3.286201 -5.994111 0.0105 -0.0009 0.0253
H -0.137646 3.904834 -5.944127 0.0187 -0.0122 0.0136
H 1.540207 1.531944 -2.956640 0.0440 0.0087 0.0735
H 2.176830 1.543987 -4.618704 -0.0297 0.0598 0.0101
H 1.090693 0.051232 -6.319159 -0.0308 -0.0361 0.0635
H -0.155411 -2.049442 -6.731804 0.0159 0.0271 0.0729
H -1.261010 -3.198931 -4.822311 0.0522 0.1176 0.0220
H -1.120662 -2.287713 -2.577002 0.0474 0.0797 -0.1476
C 0.335201 3.534785 -0.868863 0.0526 0.0956 0.0152
N 0.874604 3.131750 0.411193 0.2768 0.0952 -0.0147
C 2.320593 3.419988 0.425258 -0.2350 0.3211 0.0184
N 2.589200 4.855410 0.181355 -0.1559 -0.0898 0.0403
C 2.010868 5.212478 -1.110243 -0.1000 -0.1561 0.1442
N 0.555572 4.961476 -1.178572 0.0074 -0.0086 0.1113
C -0.080581 5.727872 -0.080865 0.2069 -0.2080 0.0594
N 0.452784 5.376918 1.240964 0.0368 -0.0699 -0.1368
C 0.239680 3.929135 1.464473 0.0255 0.0878 -0.2124
C 1.903233 5.629397 1.226064 -0.1442 -0.1960 -0.1601
H -0.741603 3.339516 -0.887219 0.0094 -0.0005 -0.0311
H 0.821753 2.925103 -1.637095 -0.0381 0.0279 -0.0313
H 2.820278 2.827683 -0.339605 0.0232 -0.0378 -0.0586
H 2.732404 3.123380 1.387011 0.0166 -0.0155 0.0185
H 2.505245 4.616185 -1.884535 -0.0033 0.0058 -0.0123
H 2.195066 6.268840 -1.316344 -0.0179 0.0386 0.0219
H -1.152727 5.526504 -0.096672 -0.0465 -0.0170 0.0042
H 0.077943 6.791840 -0.262043 0.0310 0.0503 0.0081
H -0.833784 3.725962 1.468836 -0.0037 -0.0075 0.0016
H 0.648902 3.631766 2.429914 0.0163 0.0182 -0.0116
H 2.320963 5.361316 2.195632 0.0040 -0.0333 0.0279
H 2.074065 6.692444 1.049650 0.0063 0.0661 -0.0116
C 5.763948 -0.578348 -3.175575 -0.1315 -0.1331 -0.0422
C 5.726033 -1.610887 -2.063218 -0.2478 -0.0678 -0.1310
O 4.820094 -2.710555 -2.380009 0.4721 0.2695 -0.1448
P 3.320478 -2.647461 -1.829035 0.9703 -0.2293 -0.2359
O 2.781043 -1.246591 -2.028728 2.3876 -1.0292 -2.3179
Te 2.063108 -4.455775 -2.568773 -0.1125 -0.0669 -0.0893
O 3.537510 -2.711632 -0.214756 -0.1963 -0.6126 -0.4146
C 4.015387 -3.963532 0.353461 0.0732 0.6012 0.3811
C 4.262041 -3.706726 1.819871 0.0247 0.0227 0.1281
H 6.473206 0.213936 -2.916027 -0.0520 -0.0852 -0.0197
H 4.774420 -0.138559 -3.309034 0.0527 -0.0113 0.0109
H 6.072670 -1.038462 -4.119499 -0.0216 0.0558 0.1139
H 5.454039 -1.150647 -1.111729 -0.1432 -0.0497 0.0193
H 6.701739 -2.067327 -1.942667 0.1464 -0.1683 0.0366
H 4.929488 -4.267364 -0.155058 0.0851 0.1026 -0.1328
H 3.279980 -4.743113 0.196803 -0.2736 -0.0726 -0.1079
H 4.973600 -2.890263 1.960701 -0.0512 -0.0677 -0.0055
H 4.656704 -4.613406 2.287674 -0.0306 0.0758 0.0033
H 3.334206 -3.426145 2.325109 0.0708 -0.0217 -0.0285
```
Forces are in eV/Å.

The largest force on an atom comes out at 0.0757 hartree/bohr. The value obtained for the HOMO energy is -4.27 eV. Its total charge is -1. The lowest unoccupied orbital energy is 1.37 eV. The calculation puts the orbital gap at 5.64 eV. The total energy comes out at -125870.67809 eV.


The molecule C4H5N3 at a distorted geometry, computed with the ωB97M-V functional and the def2-TZVPD basis.

Geometry as XYZ:
```
12
Properties=species:S:1:pos:R:3:forces:R:3
N -0.711495 0.111307 -2.456620 0.4839 -1.5064 0.5454
C -0.347375 0.075857 -0.803106 -0.7073 -0.2397 -5.7843
N -0.423788 1.301015 -0.765330 0.9428 0.4537 6.4911
C -0.041266 0.967992 1.346150 0.2035 0.7008 -0.4783
C 0.397900 -0.211587 1.847945 -0.3539 0.5807 -0.7962
C 0.477325 -1.269277 0.872130 -0.2167 0.1683 -0.6579
N 0.080980 -1.129981 -0.356777 -0.0292 -0.1069 0.0814
H 0.202046 0.007335 -2.891202 -0.0424 -0.1678 -0.0676
H -1.116527 0.965795 -2.892429 0.2267 -0.6353 1.3198
H -0.131065 1.845243 1.978910 -0.0620 0.0800 -0.1931
H 0.705505 -0.435135 2.880583 -0.2671 0.4009 -0.4298
H 0.896581 -2.248584 1.124279 -0.1783 0.2715 -0.0305
```
Forces are in eV/Å.

The largest force on an atom comes out at 0.1279 hartree/bohr. The value obtained for the HOMO energy (spin up / spin down) is -8.44 / -8.44 eV. The lowest unoccupied orbital energy (spin up / spin down) is -0.50 / -0.50 eV. The calculation puts the orbital gap (spin up / spin down) at 7.94 / 7.94 eV. The total energy comes out at -8693.29888 eV.


A structure of composition C48H34CrI4N4O2 at a distorted geometry, computed with the ωB97M-V functional and the def2-TZVPD basis.

Geometry as XYZ:
```
93
Properties=species:S:1:pos:R:3:forces:R:3
Cr 0.262676 0.623394 0.406772 -0.9761 0.0090 0.3444
I 6.203371 -3.592553 6.915426 -0.1721 0.1396 -0.1843
C 4.957242 -2.634198 5.522227 0.1919 -0.1532 0.1937
C 4.058632 -3.383380 4.779336 -0.0328 -0.0696 -0.0025
C 3.240314 -2.751661 3.854336 -0.0081 0.0554 0.0084
C 3.308224 -1.374574 3.675266 0.0103 0.0002 0.0610
C 4.217939 -0.636518 4.427575 -0.0265 -0.0574 -0.0515
C 5.044746 -1.261398 5.348289 0.0190 0.0623 0.0299
C 2.425485 -0.681171 2.693783 -0.0115 -0.0619 -0.1503
C 2.797637 -0.698445 1.355012 -0.0249 0.0041 0.1789
C 3.967239 -1.364106 0.874602 0.0655 0.0397 -0.2446
C 3.973177 -1.234177 -0.474314 0.0313 -0.0499 0.2039
C 2.807462 -0.483961 -0.838625 -0.0924 -0.1255 -0.2900
C 2.400738 -0.286100 -2.159221 -0.0708 -0.0631 0.3031
C 3.317838 -0.713083 -3.245146 0.1065 -0.0618 -0.1644
C 2.927502 -1.662002 -4.189380 0.0129 -0.0018 0.1243
C 3.790610 -2.061923 -5.196906 -0.0124 -0.0268 -0.0586
C 5.064446 -1.519728 -5.261933 0.2027 -0.0788 -0.2299
I 6.392161 -2.149885 -6.764023 -0.2098 0.1093 0.2161
C 5.471658 -0.569992 -4.337399 0.0745 0.0008 -0.0086
C 4.600913 -0.172029 -3.336910 -0.1798 0.0812 -0.0181
C 1.161458 0.268430 -2.490390 0.1301 0.0455 0.0406
N 0.268677 0.760592 -1.577232 -0.0421 0.1245 -0.2436
C -0.762068 1.309013 -2.303101 -0.0100 0.0701 -0.0010
C -1.733901 2.170468 -1.803601 0.0508 -0.0072 0.0290
C -2.792030 2.618119 -2.750685 -0.0557 0.0407 -0.0776
C -3.835096 1.752836 -3.065997 0.0616 -0.0090 0.0275
C -4.801193 2.112845 -3.992624 -0.0019 -0.0053 0.0034
C -4.715819 3.348840 -4.615294 -0.2810 0.0585 -0.1953
I -6.168818 3.893600 -6.032755 0.2212 -0.0679 0.1995
C -3.690197 4.228112 -4.304558 -0.0032 0.0844 -0.0171
C -2.735339 3.863509 -3.367565 0.0352 -0.0487 0.0224
C -1.718686 2.692066 -0.513260 -0.0443 -0.0438 -0.1183
C -2.573016 3.750610 -0.064516 -0.0073 -0.0153 0.0985
C -2.270174 3.973235 1.237408 -0.0174 0.0681 -0.0763
C -1.268029 3.016244 1.601238 -0.1065 -0.0640 0.1149
N -0.902407 2.276664 0.508153 0.1990 0.2588 -0.1076
C -0.923126 2.736808 2.920858 0.0921 -0.1306 0.0157
C -0.132099 1.654283 3.281269 -0.0722 0.0811 -0.0106
C 0.196957 1.300078 4.632912 0.0421 -0.0839 0.0084
C 1.091727 0.285869 4.569825 -0.0947 0.0163 -0.0601
C 1.344557 0.046127 3.177142 0.0742 0.0216 -0.0049
N 0.526750 0.825613 2.402613 0.0918 -0.0017 0.1055
C -1.467408 3.597094 4.009134 -0.0387 0.0160 0.0314
C -0.845095 4.797220 4.335187 -0.0214 -0.0727 -0.0319
C -1.330094 5.580234 5.372220 0.0371 0.0627 0.0166
C -2.444545 5.161519 6.081740 -0.1632 0.1985 0.2268
I -3.194769 6.350060 7.644696 0.1241 -0.1727 -0.2194
C -3.083007 3.972976 5.761674 -0.0226 -0.0306 0.0177
C -2.589667 3.194253 4.726483 0.0425 0.0144 -0.0421
C -0.546515 1.082832 -3.700637 0.0282 -0.0838 0.0366
C 0.661706 0.478223 -3.818057 -0.0501 0.0005 0.0185
N 2.099324 -0.143292 0.299476 0.0353 -0.1272 -0.0080
H 3.988447 -4.453174 4.921555 0.0244 0.0059 -0.0076
H 2.541558 -3.338621 3.270697 -0.0132 0.0092 0.0082
H 4.283634 0.435077 4.282572 0.0006 0.0025 0.0266
H 5.748061 -0.677210 5.925870 0.0089 -0.0238 -0.0022
H 4.686444 -1.883452 1.485625 -0.0205 0.0127 0.0382
H 4.683045 -1.661436 -1.160296 0.0303 0.0708 -0.0598
H 1.946787 -2.115461 -4.121466 -0.0385 0.0223 -0.0103
H 3.468678 -2.790520 -5.928351 0.0210 -0.0366 0.0385
H 6.460846 -0.137166 -4.397241 -0.0060 -0.0050 0.0007
H 4.910137 0.588176 -2.630519 0.0225 -0.0160 0.0271
H -3.889057 0.785749 -2.579333 -0.0050 -0.0087 -0.0301
H -5.608173 1.433027 -4.228755 -0.0003 0.0114 -0.0069
H -3.629487 5.191017 -4.793124 -0.0076 -0.0032 0.0118
H -1.930438 4.546919 -3.124607 0.0116 -0.0095 -0.0273
H -3.306662 4.252036 -0.673488 0.0027 0.0019 0.0114
H -2.700176 4.698306 1.909098 -0.0230 -0.0358 -0.0009
H -0.196596 1.779946 5.513492 -0.0008 0.0316 -0.0159
H 1.566522 -0.239937 5.381217 0.0345 0.0540 0.0126
H 0.027390 5.115981 3.778073 0.0081 0.0137 0.0190
H -0.837992 6.508483 5.628342 -0.0046 -0.0023 -0.0151
H -3.955711 3.653687 6.314638 0.0022 0.0076 -0.0063
H -3.083335 2.264316 4.469312 -0.0024 -0.0056 0.0288
H -1.211530 1.402356 -4.485800 0.0408 0.0314 -0.0158
H 1.180771 0.228917 -4.726683 0.0263 -0.0286 -0.0099
C -2.709686 -0.175784 1.479781 -0.0721 0.1206 0.2898
O -1.846795 -0.199992 0.344629 0.8167 -0.0646 -0.1611
C -2.036159 -1.341673 -0.495494 0.0246 -0.3521 -0.1049
C -1.332576 -2.563764 0.046100 -0.0634 0.1536 0.0542
O 0.015650 -2.199169 0.226129 -0.0112 -0.0033 -0.0227
C 0.806707 -3.288185 0.672208 0.0928 -0.0117 0.0174
H -3.748695 -0.238309 1.151270 0.0351 -0.0089 -0.0641
H -2.552753 0.773152 1.987315 0.0139 -0.0273 -0.0318
H -2.493772 -0.992644 2.171222 0.0538 -0.0092 -0.0443
H -1.605006 -1.085323 -1.461901 -0.0391 0.0775 -0.0111
H -3.103636 -1.541227 -0.614567 -0.0177 0.1012 0.0092
H -1.419762 -3.378638 -0.681326 -0.0522 -0.0177 -0.0044
H -1.772459 -2.904655 0.991681 0.0147 -0.0067 0.0152
H 0.668768 -4.158813 0.025011 -0.0184 0.0093 -0.0144
H 0.547859 -3.561763 1.700453 -0.0265 -0.0072 -0.0099
H 1.846783 -2.978026 0.628633 0.0067 -0.0029 0.0080
```
Forces are in eV/Å.

The largest force on an atom comes out at 0.0201 hartree/bohr. Its multiplicity is 4. The value obtained for the HOMO energy (spin up / spin down) is -9.97 / -9.94 eV. Its total charge is +1. The lowest unoccupied orbital energy (spin up / spin down) is -4.22 / -4.19 eV. The expectation value of S² is 3.836. The calculation puts the orbital gap (spin up / spin down) at 5.75 / 5.75 eV. The total energy comes out at -121203.54752 eV.


A structure of composition Br2Cl3O12Sr2 at a distorted geometry, computed with the ωB97M-V functional and the def2-TZVPD basis.

Geometry as XYZ:
```
19
Properties=species:S:1:pos:R:3:forces:R:3
Sr 1.094217 -0.075601 2.031723 1.9208 -1.4086 -1.2198
Sr -1.808870 0.525929 -1.866773 0.3029 -0.5918 -1.4933
Cl -1.774167 -1.505512 1.295872 0.6690 -3.5456 -5.0280
O -2.123209 -0.810169 0.009043 -0.0187 -0.9204 2.0325
O -1.755766 -0.539840 2.289823 0.2210 2.0386 2.7530
O -2.699756 -2.563052 1.464480 -0.5132 0.4213 0.6638
O -0.432274 -2.138625 1.156889 -0.9613 1.7766 0.5381
Cl -0.351201 2.626064 0.540168 1.7230 2.9723 -1.0074
O -1.512600 2.277637 -0.307419 0.5524 0.4063 1.3551
O -0.275703 1.819494 1.737685 -1.0920 -0.4880 0.4396
O 0.866959 2.370600 -0.213869 -1.4481 0.3028 0.5742
O -0.472777 4.005663 0.980715 -0.1139 -1.6177 -0.9157
Cl 1.541624 -0.957953 -1.407837 2.5179 1.6118 2.0239
O 2.093105 -0.527969 -2.648858 -0.5379 -0.4569 0.4845
O 0.151122 -0.515273 -1.251422 0.2492 0.0880 0.0853
O 1.628804 -2.328543 -1.126669 -0.5254 -1.5972 -1.0303
O 2.307980 -0.330354 -0.277325 -1.4382 0.4192 -0.9883
Br -0.730427 -0.480477 -4.389363 -0.6785 0.3097 -0.0554
Br 4.252939 -0.852026 1.983143 -0.8288 0.2795 0.7883
```
Forces are in eV/Å.

The largest force on an atom comes out at 0.1204 hartree/bohr. The value obtained for the HOMO energy is -5.40 eV. Its total charge is -1. The lowest unoccupied orbital energy is 1.38 eV. The calculation puts the orbital gap at 6.78 eV. The total energy comes out at -203881.11060 eV.